The following is a quantum chemistry calculation of a molecular structure, C23H25BF6IrN5O8S4 in a non-equilibrium geometry, from the OMol25 dataset.

- Charge: +1
- LUMO energy (alpha / beta): -0.147 / -0.222 hartree
- Highest occupied orbital energy (alpha / beta): -0.4452 / -0.4450 Eh
- Spin multiplicity: 2
- Frontier orbital gap (alpha / beta): 8.12 / 6.07 eV
- <S²>: 0.754
- ΔE to the lowest compared entry with this formula, charge and spin: 126.5 kJ/mol

Each line ends with the Mulliken charge.
CARTESIAN COORDINATES (ANGSTROEM)
1 Ir 0.08 -0.21 0.36  3.5200
2 S -1.39 2.30 2.01  1.1326
3 S -0.24 -2.00 -1.66  1.3121
4 S -1.70 2.92 -0.62  0.9701
5 S 1.31 1.15 -2.27  0.4053
6 F -3.78 1.43 2.58  -0.1850
7 F -2.35 1.31 4.20  -0.1888
8 F -3.19 3.23 3.64  -0.1846
9 F -4.22 2.64 -1.27  -0.2168
10 F -2.83 1.54 -2.52  -0.2230
11 F -3.28 0.84 -0.52  -0.1825
12 O 0.90 -1.77 -0.66  -0.7954
13 O -0.32 2.94 2.69  -0.7105
14 O -1.67 4.11 -1.39  -0.6582
15 O -1.17 -0.90 -1.24  -0.6138
16 O -0.55 2.02 -0.71  -0.8666
17 O -1.16 0.87 1.62  -0.9684
18 O 1.51 0.64 -0.81  -0.5279
19 O 0.16 -1.98 -3.02  -0.5953
20 N 1.89 -0.71 2.67  -0.0987
21 N 1.47 0.18 1.76  0.1825
22 N -2.09 3.14 0.89  -0.6191
23 N -0.74 -1.61 1.45  0.7466
24 N -0.15 -2.16 2.53  -0.2337
25 C -2.27 -2.84 2.47  -1.3922
26 C -3.11 1.92 -1.28  0.7276
27 C -2.79 2.06 3.19  0.5252
28 C 1.09 3.78 -2.90  -0.4797
29 C 2.17 1.31 1.90  -0.1852
30 C 3.06 1.15 2.94  -1.4097
31 C -1.05 -2.92 3.15  -0.3315
32 C -2.22 -3.83 -1.68  -0.7291
33 C 2.95 3.20 -1.45  -0.5462
34 C 2.70 0.39 -3.09  -1.2459
35 C 2.85 -0.14 3.40  -0.2533
36 C 3.02 6.94 -2.06  -1.5162
37 C -2.80 -5.04 -1.31  -0.9457
38 C -2.74 -7.25 -0.11  -1.4769
39 C -2.12 -5.94 -0.49  0.9980
40 C -0.25 -4.41 -0.40  -0.2686
41 C 3.32 4.53 -1.42  -0.9249
42 C 1.49 5.10 -2.87  -0.8039
43 C 1.83 2.84 -2.20  0.8211
44 C -0.84 -5.60 -0.04  -0.8629
45 C 2.60 5.50 -2.13  0.9458
46 C -2.03 -2.01 1.40  -0.3630
47 C -0.95 -3.53 -1.21  0.2436
48 B 1.41 -2.19 2.69  0.2387
49 H -2.76 -3.14 -2.32  0.5110
50 H -0.30 -6.30 0.59  0.4461
51 H -2.71 -7.39 0.97  0.3529
52 H 2.53 7.53 -2.84  0.3735
53 H 4.18 4.83 -0.84  0.4147
54 H 0.74 -4.14 -0.03  0.4460
55 H 1.65 -2.67 3.76  -0.1182
56 H -2.19 -8.08 -0.56  0.3363
57 H 3.50 2.46 -0.89  0.4107
58 H -0.76 -3.48 4.02  0.5213
59 H 4.10 7.04 -2.17  0.3924
60 H 3.60 0.62 -2.53  0.3645
61 H 0.92 5.84 -3.41  0.3669
62 H 3.75 1.88 3.33  0.4652
63 H 2.75 0.80 -4.10  0.4812
64 H 0.21 3.48 -3.45  0.4218
65 H -3.19 -3.32 2.74  0.5374
66 H 1.88 -2.81 1.77  -0.1704
67 H -2.69 -1.64 0.63  0.6680
68 H 2.51 -0.68 -3.13  0.3726
69 H 2.74 7.37 -1.10  0.3144
70 H -3.79 -5.28 -1.67  0.3553
71 H 3.31 -0.70 4.19  0.4821
72 H 1.97 2.16 1.27  0.7250
73 H -3.78 -7.31 -0.43  0.3632